{
  "formula": "C33H58ClFN15O5S3",
  "method": "ωB97M-V/def2-TZVPD",
  "total_energy_ev": -115491.241,
  "spin_multiplicity": 1,
  "charge": 1,
  "species": ["Cl", "S", "S", "S", "F", "O", "O", "O", "O", "O", "N", "N", "N", "N", "N", "N", "N", "N", "N", "N", "N", "N", "N", "N", "N", "C", "C", "C", "C", "C", "C", "C", "C", "C", "C", "C", "C", "C", "C", "C", "C", "C", "C", "C", "C", "C", "C", "C", "C", "C", "C", "C", "C", "C", "C", "C", "C", "C", "H", "H", "H", "H", "H", "H", "H", "H", "H", "H", "H", "H", "H", "H", "H", "H", "H", "H", "H", "H", "H", "H", "H", "H", "H", "H", "H", "H", "H", "H", "H", "H", "H", "H", "H", "H", "H", "H", "H", "H", "H", "H", "H", "H", "H", "H", "H", "H", "H", "H", "H", "H", "H", "H", "H", "H", "H", "H"],
  "xyz": [[0.87974, 0.21268, 1.84428], [-0.57339, 0.98265, -2.00599], [8.49409, 2.66775, 2.58471], [-0.91154, 3.70051, -0.82906], [6.86850, 0.10708, 1.69453], [-8.17929, -7.07119, 2.88798], [5.11574, -2.41643, -4.08469], [-6.41208, -3.86060, -1.47953], [-8.94161, -1.17173, -3.31106], [4.70655, -4.13636, 2.74042], [-6.83529, -5.28656, 3.24496], [4.16199, 2.15250, 0.42343], [5.55458, -4.17298, -5.44486], [3.37801, -3.61739, 4.49744], [5.66487, 3.96557, 0.61024], [3.37391, 4.43958, 0.26174], [-7.62046, -6.52044, 5.01435], [5.45020, 1.69858, 0.60302], [-11.16845, -1.55595, -3.49281], [-2.99394, 1.72790, -1.02671], [-8.64527, -3.75154, -1.12750], [-10.33262, 0.57069, -3.70429], [-7.38005, -5.33441, -0.05387], [6.67776, -2.19220, -5.71297], [4.81096, -2.05051, 3.61638], [7.87024, 2.79428, 0.84966], [-10.07195, -0.74751, -3.49054], [-5.72274, 3.32699, -3.21090], [-2.58518, -1.34491, 1.28383], [6.49500, -0.12195, -0.76542], [-3.39829, -2.37402, 0.62733], [-0.44107, 3.50427, 0.94315], [-5.52801, 2.73301, -4.53547], [-4.42021, 1.79749, -4.68602], [-4.09568, -2.00324, -0.59907], [7.38400, 3.69173, 3.64643], [5.69959, -1.39904, -1.26093], [-1.59960, 2.05438, -1.29570], [5.74125, -2.89598, -5.01918], [3.83178, 5.86146, 0.34552], [6.32771, 2.74826, 0.68790], [-3.17849, 0.36792, -0.54737], [-7.58425, -6.34130, 3.66560], [4.32716, 3.53036, 0.42319], [-4.88150, 3.00160, -2.06106], [4.32305, -3.32615, 3.56283], [6.06137, 2.93895, 4.04700], [-4.00841, -0.65188, -1.18073], [2.68972, 0.48446, 1.70709], [5.93023, 0.30682, 0.66887], [-7.41359, -4.28624, -0.92459], [3.29208, 1.19814, 2.96585], [-2.49470, -0.01506, 0.69571], [-3.57315, 1.47191, -3.54906], [3.05709, 1.19893, 0.31159], [-3.78198, 2.03166, -2.22057], [1.08398, 3.80456, 1.25619], [1.93612, 4.23859, 0.00891], [8.37065, 2.04743, 0.17252], [6.05637, -4.58603, -6.20874], [2.12946, 1.56679, -0.18115], [3.12223, -0.55591, 1.68933], [3.04961, -2.96328, 5.18309], [-4.20059, 1.32307, -5.66701], [7.20127, -2.56694, -6.48206], [5.10218, -0.42776, 0.87787], [5.39287, -2.07994, -0.41238], [-11.01502, -2.53716, -3.33943], [6.28846, -2.02964, -1.97196], [-6.33733, -4.67067, 3.86003], [4.51065, -1.36527, 4.28473], [4.74882, -1.13705, -1.80316], [6.19242, 0.71841, -1.45519], [7.12481, 4.67963, 3.16783], [1.84450, 3.54417, -0.87437], [-9.54709, 1.19773, -3.70953], [-7.13944, -5.93250, 5.66867], [-2.73192, 0.76261, -3.71094], [6.28911, 1.89072, 4.35952], [6.84288, -1.24353, -5.42718], [-8.71097, -2.97287, -1.76534], [-8.19065, -5.70192, 0.41408], [-2.04224, -1.51849, 2.23737], [-6.19801, 2.96752, -5.39883], [2.98418, 6.58197, 0.29229], [-6.79160, -5.13136, 2.25320], [5.33841, 2.99044, 3.19832], [4.37717, 0.91987, 3.05160], [-5.08916, 3.50189, -1.08328], [-6.48444, -5.75704, 0.11957], [1.49659, 2.94644, 1.83897], [-1.07673, 4.23416, 1.52140], [-6.55932, 4.06162, -3.09268], [4.33098, 6.03621, 1.34270], [-0.74590, 2.49549, 1.33705], [1.09258, 4.68599, 1.96367], [-4.58228, -0.42644, -2.10530], [3.26422, 2.31961, 2.87892], [2.73039, 0.96453, 3.91333], [3.42953, 0.35047, -0.33543], [7.60421, -0.24701, -0.77667], [7.93494, 3.94306, 4.59656], [5.51247, -1.80020, 2.94068], [2.99616, -4.54733, 4.48809], [-1.86919, 0.74688, 1.21017], [-4.74283, -2.76162, -1.10272], [-11.25243, 0.94096, -3.85420], [-12.10453, -1.22689, -3.63853], [1.49039, 5.20631, -0.35337], [-9.47811, -4.08764, -0.68102], [8.19131, 3.80888, 0.47942], [-8.16539, -7.29115, 5.35967], [5.57749, 3.46544, 4.91730], [-3.44663, -3.37875, 1.09907], [4.59984, 6.10413, -0.43056], [4.87018, -4.72371, -4.95623]],
  "lowdin_charge": [0.647, 0.729, 0.850, 0.832, -0.001, 0.017, 0.005, 0.011, 0.022, 0.036, 0.154, 0.055, 0.156, 0.155, 0.200, -0.072, 0.149, 0.038, 0.151, -0.112, 0.166, 0.151, 0.150, 0.151, 0.153, -0.377, -0.686, -0.079, -0.085, -0.129, -0.074, -0.440, -0.071, -0.063, -0.041, -0.513, -0.097, -0.978, -0.681, -0.023, -0.238, -0.234, -0.692, -0.237, 0.009, -0.691, -0.172, 0.014, -0.635, -0.249, -0.665, -0.126, -0.066, -0.045, -0.098, -0.244, -0.205, -0.193, 0.094, 0.098, 0.096, 0.082, 0.093, 0.103, 0.097, 0.124, 0.089, 0.101, 0.071, 0.095, 0.087, 0.076, 0.121, 0.082, 0.106, 0.103, 0.093, 0.083, 0.075, 0.102, 0.073, 0.091, 0.087, 0.102, 0.099, 0.064, 0.026, 0.056, 0.113, 0.106, 0.060, 0.082, 0.097, 0.100, 0.038, 0.124, 0.107, 0.067, 0.096, 0.132, 0.121, 0.084, 0.083, 0.110, 0.051, 0.069, 0.095, 0.095, 0.123, 0.096, 0.094, 0.107, 0.088, 0.093, 0.102, 0.109]
}

=====

{
  "formula": "C5H3NiO3",
  "method": "ωB97M-V/def2-TZVPD",
  "relative_energy_ev": 0.0000,
  "spin_multiplicity": 4,
  "charge": 2,
  "species": ["Ni", "O", "O", "O", "C", "C", "C", "C", "C", "H", "H", "H"],
  "xyz": [[2.60124, 0.00472, -0.22473], [-3.37394, 1.25410, 0.55119], [0.97441, -0.59303, -0.53744], [2.73463, 0.65453, 1.65879], [2.62602, 1.02722, 2.72714], [-1.18092, -1.55406, -0.80085], [0.05396, -1.22432, -0.03077], [-2.19882, -0.51562, -0.67727], [-2.76715, 0.39670, 0.02205], [-1.53958, -2.56220, -0.54500], [0.11553, -1.54761, 1.02245], [-0.85537, -1.59589, -1.86347]],
  "lowdin_charge": [0.680, 0.407, 0.010, 0.000, 0.180, -0.052, -0.109, 0.314, 0.034, 0.179, 0.175, 0.182]
}

=====

{
  "formula": "C16H64N32O16",
  "method": "ωB97M-V/def2-TZVPD",
  "relative_energy_ev": 1.8694,
  "spin_multiplicity": 1,
  "species": ["O", "O", "O", "O", "O", "O", "O", "O", "O", "O", "O", "O", "O", "O", "O", "O", "N", "N", "N", "N", "N", "N", "N", "N", "N", "N", "N", "N", "N", "N", "N", "N", "N", "N", "N", "N", "N", "N", "N", "N", "N", "N", "N", "N", "N", "N", "N", "N", "C", "C", "C", "C", "C", "C", "C", "C", "C", "C", "C", "C", "C", "C", "C", "C", "H", "H", "H", "H", "H", "H", "H", "H", "H", "H", "H", "H", "H", "H", "H", "H", "H", "H", "H", "H", "H", "H", "H", "H", "H", "H", "H", "H", "H", "H", "H", "H", "H", "H", "H", "H", "H", "H", "H", "H", "H", "H", "H", "H", "H", "H", "H", "H", "H", "H", "H", "H", "H", "H", "H", "H", "H", "H", "H", "H", "H", "H", "H", "H"],
  "xyz": [[3.49192, -0.62923, -3.93285], [-1.05875, 2.96565, -4.95983], [1.62693, -1.34248, 5.88745], [1.07069, -4.07515, 1.91162], [-2.10562, -2.22812, 1.69074], [0.81742, 3.55100, 3.49302], [-5.83867, -1.14623, -1.26165], [5.99752, -3.42404, 0.70061], [-0.72259, 5.01439, -0.55046], [0.78599, 1.09433, -0.49992], [2.68140, 0.98494, 2.43374], [-3.52335, 2.28521, 0.22254], [3.06572, 4.64494, -4.43212], [-4.54954, 0.37718, 4.24771], [1.74507, -2.33510, -1.59533], [-1.96896, -0.32357, -3.14272], [0.93382, 4.82242, 1.01131], [-5.12953, -0.86076, 0.90540], [-0.56702, 2.27666, -2.83364], [-1.19000, 0.15447, 0.16083], [3.48370, 0.02473, -1.79883], [0.62795, -6.27603, 1.29235], [4.32514, -2.83407, -0.71952], [5.35480, 0.40398, -3.04104], [-1.04422, 2.79565, 4.53333], [4.62696, 2.11821, 2.62521], [3.01759, 2.37148, -4.42098], [0.75744, 1.40516, 4.19145], [-0.86084, 3.41053, 1.04294], [0.60945, -0.43949, 1.25204], [-2.74491, -4.34106, 2.48102], [4.19772, -2.39966, 1.53526], [1.82473, -1.99137, 3.72459], [-2.96458, -1.80374, -4.61608], [2.79307, 3.51696, -2.45882], [-3.87922, 4.06205, -1.14992], [0.10267, -2.75776, 4.95916], [-0.51201, -2.22422, -1.65756], [-2.63438, 0.61467, 2.99334], [-2.31334, 0.28548, -5.27380], [3.42272, 2.20434, 0.67777], [-1.89154, -4.06683, 0.42212], [-4.36199, 1.91301, -1.81018], [-3.61326, -1.28935, -0.71932], [-4.16541, 2.29444, 3.11334], [-0.82200, 4.48026, -3.26883], [1.88317, -4.91451, -0.00711], [0.59695, -3.76807, -2.92782], [2.99118, 3.58979, -3.81459], [-3.84651, 2.74777, -0.88975], [1.25270, -2.05724, 4.95237], [-2.34434, -0.63763, -4.28051], [0.14789, 0.29673, 0.18838], [-2.24631, -3.44440, 1.58745], [3.60224, 1.62343, 1.89905], [-3.84515, 1.02309, 3.47312], [0.21733, 2.63456, 4.11001], [0.67244, -2.73544, -2.03893], [-0.88139, 3.20139, -3.75253], [-0.24555, 4.45586, 0.45070], [4.10854, -0.15111, -2.97833], [4.91831, -2.85331, 0.46358], [-4.94072, -1.15465, -0.42983], [1.09301, -4.99578, 1.09486], [-4.99160, 2.74219, 3.46086], [1.44520, 5.49270, 0.46847], [5.95586, 0.38745, -3.84072], [4.67424, -2.26448, 2.40406], [-4.58668, 0.99700, -1.45466], [1.35088, -4.35729, -3.22318], [-4.29438, -0.87865, 1.45405], [-0.31565, 2.54071, -1.89535], [0.14790, -1.29745, 1.49653], [-0.47397, -2.67441, 5.77965], [2.62528, -0.46638, -1.61931], [2.48100, 2.05651, 0.32282], [3.85561, 0.60530, -1.06897], [-1.66977, 0.57707, -0.62583], [-3.42389, 4.67752, -0.49578], [4.83162, 1.64704, 3.49092], [-4.65824, 2.05612, -2.75796], [-1.51446, 5.07904, -3.68901], [-2.45290, 1.14409, 2.15125], [-3.73943, 2.69345, 2.28980], [4.69599, -3.35204, -1.49577], [1.77745, -5.69923, -0.62591], [-3.22696, -1.50937, -1.62185], [1.22789, 4.29341, 1.82638], [-6.05785, -0.52885, 1.09874], [-0.32237, -4.01302, -3.25129], [2.18400, -4.01071, -0.34224], [-0.57757, 4.62120, -2.28926], [-1.39298, 3.73415, 4.43820], [-2.90833, -1.90170, -5.61727], [-3.09472, -3.96777, 3.35022], [2.68577, 4.41898, -2.03066], [-3.03599, -1.60437, 0.05308], [-2.85569, -5.31939, 2.31574], [-3.02693, -2.59510, -4.00629], [5.63100, 0.85844, -2.19093], [3.22183, -2.20424, 1.38058], [2.49603, 2.61620, -2.12459], [-2.14243, 1.26695, -5.05921], [-2.32961, -0.33507, 3.11986], [-0.53599, -1.37086, -1.09933], [0.19608, 0.62153, 4.47160], [-1.67242, 3.01996, 0.59227], [-4.03617, 4.40598, -2.08012], [-1.39274, 2.14869, 5.21882], [3.36292, -2.52649, -0.84145], [1.62905, 1.31498, 3.64647], [-0.20038, 1.37990, -3.10861], [5.33233, 2.68249, 2.18753], [4.21519, 2.64604, 0.25157], [-0.44081, 3.01939, 1.87072], [0.00331, -6.47412, 2.05519], [-2.14635, -5.02971, 0.31678], [1.42355, -2.63467, 3.04930], [1.52389, -0.17753, 1.62822], [-1.24061, -3.64170, -0.21773], [2.71747, -1.53761, 3.66204], [-2.64048, 0.04118, -6.19099], [0.77727, -7.09139, 0.72639], [-1.34493, -2.62075, -2.04750], [3.27150, 1.61809, -3.80663], [2.90373, 2.30985, -5.41336], [-0.21308, -3.40612, 4.25999], [-1.71994, -0.36748, 0.82805]],
  "lowdin_charge": [0.003, -0.024, 0.002, 0.005, -0.014, -0.052, 0.015, -0.014, -0.039, 0.007, -0.048, -0.047, 0.015, -0.004, -0.024, -0.025, 0.175, 0.184, 0.181, 0.163, 0.169, 0.153, 0.169, 0.172, 0.171, 0.187, 0.177, 0.191, 0.202, 0.191, 0.185, 0.163, 0.163, 0.160, 0.157, 0.193, 0.160, 0.186, 0.165, 0.177, 0.178, 0.170, 0.200, 0.164, 0.163, 0.162, 0.187, 0.183, -0.683, -0.648, -0.693, -0.646, -0.657, -0.628, -0.600, -0.703, -0.665, -0.622, -0.669, -0.651, -0.716, -0.687, -0.677, -0.637, 0.105, 0.104, 0.110, 0.099, 0.069, 0.112, 0.059, 0.061, 0.067, 0.106, 0.062, 0.073, 0.067, 0.092, 0.105, 0.118, 0.113, 0.098, 0.057, 0.059, 0.121, 0.099, 0.059, 0.056, 0.116, 0.093, 0.058, 0.036, 0.114, 0.097, 0.118, 0.098, 0.034, 0.100, 0.089, 0.091, 0.064, 0.055, 0.070, 0.079, 0.075, 0.088, 0.051, 0.107, 0.108, 0.032, 0.054, 0.093, 0.105, 0.100, 0.068, 0.096, 0.096, 0.035, 0.050, 0.062, 0.087, 0.098, 0.098, 0.078, 0.036, 0.113, 0.075, 0.038]
}

=====

{
  "formula": "C11H7F5N",
  "method": "ωB97M-V/def2-TZVPD",
  "relative_energy_ev": 7.8915,
  "spin_multiplicity": 1,
  "smiles": "FC(F)(F)C(F)(F)c1ccc2cc[nH+]cc2c1",
  "charge": 1,
  "species": ["F", "F", "F", "F", "F", "N", "C", "C", "C", "C", "C", "C", "C", "C", "C", "C", "C", "H", "H", "H", "H", "H", "H", "H"],
  "xyz": [[5.22284, -1.17963, 0.22211], [3.60887, -1.20095, 1.82958], [3.52869, 0.11310, -1.68413], [2.91158, -1.99666, -0.92896], [4.44091, 0.82685, 0.96369], [-3.80525, -0.99045, -0.26914], [2.99176, -0.60135, -0.56368], [-1.19468, -0.48257, -0.21967], [-4.15643, 0.38601, 0.09275], [1.20204, 1.44644, 0.17379], [-1.52224, 1.01490, 0.19238], [4.02063, -0.51661, 0.66350], [-3.01920, 1.44028, 0.35390], [-2.43570, -1.43086, -0.42816], [-0.27407, 1.94766, 0.40275], [1.53488, -0.02671, -0.26839], [0.29720, -0.98387, -0.44712], [-2.19178, -2.50787, -0.74400], [-3.28564, 2.52588, 0.62667], [-4.61155, -1.63177, -0.40996], [0.41726, -2.07443, -0.75804], [-0.47441, 3.03544, 0.69858], [-5.26506, 0.69498, 0.18645], [2.05933, 2.19218, 0.31510]],
  "lowdin_charge": [0.080, 0.110, 0.074, 0.054, 0.081, 0.041, -0.263, -0.056, 0.016, 0.070, -0.093, -0.292, 0.051, 0.076, 0.025, -0.014, 0.094, 0.150, 0.126, 0.169, 0.119, 0.115, 0.143, 0.124]
}

=====

> What is the formula in the third record?

C16H64N32O16